Molecular formula: C6H13N2O
Method: DFT, the ωB97M-V functional and the def2-TZVPD basis

Element x y z (Å)
H (0.05916, 1.31446, 1.28737)
C (-0.20091, -2.56689, 0.73110)
H (2.28933, -0.99863, 0.32604)
H (0.27161, -3.19906, -0.03486)
H (-1.59647, 1.30974, 0.45088)
C (-1.04268, -0.43728, -1.27781)
H (0.53148, 4.29659, -0.75625)
N (-0.06481, 2.27900, -0.70239)
H (0.13739, -2.93189, 1.69197)
C (1.58171, -0.85997, 1.13803)
H (1.06657, 3.28783, 0.67316)
H (-1.34976, -2.58736, 0.43670)
H (-0.57286, 2.14222, -1.55619)
C (0.58893, 3.36418, -0.27519)
H (1.90701, -1.55409, 1.89635)
H (-1.34898, 0.48571, -1.82906)
C (-0.35873, -0.24712, -0.16571)
H (-1.77741, -1.59188, -2.64242)
H (1.50443, 0.12863, 1.47643)
N (0.24099, -1.15893, 0.65029)
C (-0.50113, 1.24082, 0.26878)
O (-1.36490, -1.71608, -1.78721)

Properties
**Multiplicity**: 1
**Relative energy (zero: lowest compared OMol25 entry of this formula, charge and spin)**: 415.80 kJ/mol
**Net charge**: +1
**Highest occupied orbital energy**: -11.0 eV
**E_tot**: -11450.405 eV

=====

Molecular formula: C32H55NO24Si2
Method: DFT, the ωB97M-V functional and the def2-TZVPD basis

Element x y z (Å)
O (-2.89202, 1.96360, -2.07028)
H (-1.15012, -5.27875, -1.85525)
C (-1.84410, 0.22048, 3.20280)
C (5.39557, 3.77155, 7.41326)
H (0.79143, 8.46848, -7.76066)
H (-5.38576, 8.79061, -2.90068)
H (7.24256, 3.40674, 6.31307)
H (2.74893, -10.53295, 2.50934)
H (-3.25342, -0.73542, 4.52128)
H (5.02201, 5.74742, 8.18713)
H (1.44733, -3.74968, 1.42356)
C (-2.31549, 1.17894, -1.13799)
C (-2.09609, 3.16013, -2.21769)
C (-0.61903, -6.16693, -2.19029)
O (5.85674, 1.89004, 6.18933)
H (-5.90234, 6.25236, -1.25494)
H (5.15777, -12.13167, 1.48342)
C (-5.74830, 6.75349, -2.21326)
C (0.49002, 6.22904, -6.29364)
O (-4.62746, 6.12988, -2.86856)
C (-0.19972, 8.04184, -7.91816)
H (2.47340, -3.37815, -1.80239)
C (-3.04499, 0.25884, 4.11879)
H (-2.51200, 3.92629, -1.55863)
H (5.11145, -10.94205, 2.80348)
H (-5.65182, 8.65449, -1.14898)
O (-2.17638, 4.15716, -6.46071)
H (-0.16488, 2.18911, -2.50076)
C (-4.27381, 0.86074, 3.48179)
H (1.13545, 6.66121, -5.53277)
C (4.54587, -11.71430, 2.28744)
C (-2.20399, -7.63466, -3.50784)
O (-2.77778, 0.16841, -0.71583)
C (-3.51195, 6.83076, -2.55994)
O (4.11336, 2.03038, 4.77590)
O (1.49244, -8.47049, -0.90523)
H (1.94401, 2.65092, 3.74487)
C (3.02362, -13.29765, 2.73458)
H (2.12982, 0.67073, 5.11007)
H (-1.22536, 4.29420, -3.81967)
C (-4.01647, 1.75134, 5.52356)
O (2.58024, -14.34636, 3.07116)
C (0.16772, -2.06769, 0.18833)
O (0.41303, -6.52412, -1.26226)
H (-7.46881, 5.69619, -2.96457)
C (0.45478, -0.59264, 0.03888)
Si (2.13493, 1.19135, 3.73510)
Si (1.68634, 0.08284, 1.27517)
H (-0.47558, -0.06763, 0.18632)
H (-2.03970, 2.80918, -4.34278)
H (-4.03394, 1.67182, 2.78911)
C (0.55813, -7.86895, -1.33198)
H (1.74065, -1.81677, -2.02755)
H (-0.20000, 7.46776, -8.84474)
H (-6.75518, 6.81060, -4.11532)
H (-2.98045, 4.20418, -3.86939)
O (-4.19973, 2.47074, 6.45221)
C (3.19664, -11.23713, 1.80370)
C (1.31008, -4.13922, 0.41385)
O (-1.63631, 6.24197, -7.12024)
N (0.88932, -3.05357, -0.50896)
H (-2.99303, -8.37683, -3.39052)
H (-4.89265, 0.12664, 2.97200)
C (4.75746, 2.47857, 5.67420)
H (6.72256, 5.27612, 8.19989)
H (-1.39828, 1.20830, 3.10400)
O (-2.40912, 6.50531, -2.86593)
C (-2.07664, 3.64499, -3.64630)
O (-2.83694, 1.15662, 5.22988)
H (2.30598, -10.09778, 0.20585)
H (2.23222, -4.56518, 0.02652)
H (-0.16107, 3.47623, -1.27478)
H (0.79805, -0.33959, -0.96590)
C (-0.60055, 7.16895, -6.75008)
C (-1.43227, 5.08219, -6.44649)
O (-0.74025, -2.41940, 0.91773)
O (4.19454, -12.77417, 3.18402)
H (-1.07604, -0.43632, 3.59697)
C (3.21993, -10.64838, 0.41126)
C (6.53547, 2.88709, 6.96442)
H (1.10417, 5.86199, -7.12032)
C (-0.75401, 2.68172, -1.72289)
H (2.80661, -0.82517, 1.56457)
H (4.90550, 3.36861, 8.30228)
H (-0.15573, -5.96298, -3.15910)
H (-1.51758, -8.01201, -4.26589)
H (1.44363, 2.09991, 0.57395)
H (3.40835, 0.89020, 3.07433)
H (-0.90449, 8.86259, -8.04833)
H (7.07713, 2.43427, 7.79080)
O (2.43495, -12.45908, 1.84738)
O (-1.11796, 1.69721, -0.73930)
H (-2.18586, -7.40789, -1.36585)
O (4.48587, 3.63971, 6.30364)
H (-2.65885, -6.70980, -3.86361)
C (-1.48067, -7.40744, -2.19994)
H (5.91867, 5.72704, 6.68005)
H (-2.12524, -0.14765, 2.21353)
H (3.29409, -11.43703, -0.33862)
H (-7.72044, 7.43051, -2.75730)
C (-6.99711, 6.67333, -3.06139)
C (5.79316, 5.21339, 7.63316)
H (0.54942, -4.91003, 0.42466)
O (-0.49989, -8.43513, -1.95617)
C (2.03352, -2.53407, -1.26576)
O (0.95690, 0.41880, 2.75228)
H (4.05942, -9.96198, 0.29282)
H (2.83885, -2.13486, -0.63654)
C (-5.23135, 8.16039, -2.02114)
O (-0.25810, 5.13031, -5.76406)
H (-0.97096, 7.77884, -5.92285)
O (2.23450, 1.54794, 0.66408)
O (-3.82283, 7.94771, -1.85966)
O (-4.96374, 1.41828, 4.60885)

Properties
**Multiplicity**: 1
**Net charge**: 0
**Highest occupied orbital energy**: -9.1 eV
**E_tot**: -100466.112 eV

=====

Molecular formula: C19H24CaN2OS
Method: DFT, the ωB97M-V functional and the def2-TZVPD basis

Element x y z (Å)
H (3.04684, -2.35160, 1.68749)
H (-0.90966, -3.01538, 4.09981)
C (-2.46165, -1.00867, -0.54411)
C (1.83287, -0.82072, -0.64825)
C (-0.07703, 4.23068, -1.34558)
C (1.14995, -1.47205, 0.65702)
H (3.75923, -1.84971, -1.04763)
C (1.25781, -2.82552, 3.05696)
C (-4.30249, -1.40484, -2.52530)
H (-0.18691, 1.39476, -1.65273)
N (-1.16315, 0.82779, 0.24091)
H (0.67870, 3.00311, 0.39576)
C (-2.90552, -0.96043, -2.04731)
C (3.73580, 1.88717, 0.44225)
H (-1.08538, 3.51635, 0.61008)
C (-4.91426, -2.00806, 0.02521)
C (1.90493, -2.22950, 1.76796)
H (-1.89676, 2.10695, -1.30553)
C (3.69498, 1.51620, -1.11433)
C (-0.41300, -1.26977, 0.80212)
C (-0.32563, -2.63270, 3.18317)
O (4.06986, 0.16201, -1.44580)
C (-0.30682, 3.16520, -0.15730)
H (4.39040, 2.24985, -1.67421)
H (2.94420, 1.29137, 1.04352)
Ca (1.34765, -3.70270, 5.57375)
C (-0.87463, 1.82115, -0.84863)
H (1.48412, -1.45882, -1.54816)
H (0.41249, 5.20615, -1.00543)
H (0.62184, 3.73432, -2.10092)
S (-2.93652, -1.61578, 2.27339)
C (-5.30940, -1.91069, -1.46635)
H (3.82082, -0.84160, 0.47265)
H (-1.08152, 4.41510, -1.86074)
C (3.43505, -0.82424, -0.62002)
H (-5.60635, -2.36996, 0.85729)
H (1.34467, 0.19846, -0.78071)
H (-4.55317, -1.33108, -3.62969)
H (2.63767, 1.75142, -1.49580)
H (-6.36269, -2.22644, -1.76348)
H (-2.15186, -0.57879, -2.82130)
H (3.45217, 2.99120, 0.59395)
H (1.85567, -3.38316, 3.88324)
N (-1.09905, -0.50350, -0.25445)
H (-2.12948, 0.92953, 0.60509)
C (-1.09726, -1.86748, 2.08020)
H (4.75676, 1.61107, 0.86701)
C (-3.48429, -1.54665, 0.48492)

Properties
**Multiplicity**: 1
**Net charge**: +2
**Highest occupied orbital energy**: -13.1 eV
**E_tot**: -54365.714 eV

=====

Molecular formula: C4H5NO3S
Method: DFT, the ωB97M-V functional and the def2-TZVPD basis

Element x y z (Å)
C (0.22637, -0.59288, -0.42708)
O (-2.31734, 1.47364, 2.15095)
S (-1.74590, 0.24692, 1.65065)
O (-2.75264, -0.62926, 1.09694)
C (-0.38124, 0.59640, 0.29763)
C (-0.20244, -0.73232, -1.82971)
H (1.08442, 1.98428, 1.13207)
H (2.17789, 0.41498, -0.87065)
O (0.46956, -0.57298, -2.77656)
C (1.64817, 0.00463, -0.02086)
H (-1.23178, -1.07941, -1.70040)
H (2.32456, -0.79104, 0.57407)
N (0.81556, 1.03974, 0.59750)
H (-0.11520, -1.36270, 0.12545)

Properties
**Multiplicity**: 3
**Relative energy (zero: lowest compared OMol25 entry of this formula, charge and spin)**: 118.52 kJ/mol
**Net charge**: 0
**Highest occupied orbital energy (spin up / spin down)**: -7.4 / -10.4 eV
**E_tot**: -22690.628 eV